{"formula": "C40H52N2O18", "method": "ωB97M-V/def2-TZVPD", "species": ["O", "N", "O", "C", "C", "C", "C", "C", "C", "H", "H", "H", "H", "H", "O", "N", "O", "C", "C", "C", "C", "C", "C", "H", "H", "H", "H", "H", "O", "C", "C", "C", "C", "O", "H", "H", "H", "H", "H", "H", "O", "C", "C", "C", "C", "O", "H", "H", "H", "H", "H", "H", "O", "C", "C", "C", "C", "O", "H", "H", "H", "H", "H", "H", "O", "C", "C", "C", "C", "O", "H", "H", "H", "H", "H", "H", "O", "C", "C", "C", "C", "O", "H", "H", "H", "H", "H", "H", "O", "C", "C", "C", "C", "O", "H", "H", "H", "H", "H", "H", "O", "C", "C", "C", "C", "O", "H", "H", "H", "H", "H", "H"], "positions_angstrom": [[-1.515314, 4.977747, -1.125544], [-2.612857, 4.776341, -0.640020], [-3.036366, 5.379915, 0.314608], [-3.340042, 3.589436, -1.168626], [-4.622917, 3.413983, -0.670901], [-5.438278, 2.402682, -1.186971], [-4.929956, 1.584753, -2.178042], [-3.636347, 1.762757, -2.656440], [-2.851853, 2.827172, -2.189495], [-5.005320, 3.991386, 0.158332], [-6.424621, 2.360028, -0.748007], [-5.551856, 0.783315, -2.558865], [-3.257139, 1.173524, -3.480753], [-1.824772, 2.903082, -2.521928], [-4.892529, -5.507847, 0.749112], [-5.239882, -4.354781, 0.764550], [-6.141559, -3.906320, 1.433945], [-4.533664, -3.449922, -0.135728], [-4.480550, -2.093934, 0.214747], [-3.769006, -1.262561, -0.637075], [-3.070429, -1.762795, -1.764942], [-3.238299, -3.093921, -2.124832], [-3.985849, -3.911687, -1.316804], [-4.896177, -1.762023, 1.154260], [-3.672332, -0.186028, -0.597813], [-2.571482, -1.028440, -2.381916], [-2.877305, -3.495837, -3.061809], [-4.159846, -4.917229, -1.679267], [-1.770053, -0.966388, -3.974110], [-0.592089, -0.956565, -3.809016], [0.330248, 0.195286, -3.523267], [1.738736, -0.325303, -3.644021], [1.533734, -1.794098, -3.349600], [0.171494, -2.104931, -3.755890], [0.154371, 1.094605, -4.106503], [0.169874, 0.488109, -2.477582], [2.060829, 0.001314, -4.633443], [2.358534, 0.122385, -2.867625], [2.231156, -2.474546, -3.831955], [1.575420, -1.930748, -2.273402], [0.909817, 0.632882, 3.997026], [1.467298, -0.348608, 4.380133], [2.574340, -0.458099, 5.439954], [2.566545, -1.943505, 5.787194], [2.033721, -2.567845, 4.473303], [1.124339, -1.596402, 3.975482], [3.475351, -0.149842, 4.898064], [2.552525, 0.226507, 6.284043], [3.619895, -2.207407, 5.874438], [1.896443, -2.259225, 6.579633], [2.884631, -2.916156, 3.892677], [1.562820, -3.479399, 4.837532], [2.039312, -4.979531, 2.398285], [1.007079, -5.013184, 1.789960], [-0.169926, -4.072428, 1.963108], [-1.287114, -4.838540, 1.210749], [-0.521753, -5.733995, 0.253014], [0.780374, -5.903592, 0.803305], [-0.468599, -3.883306, 2.989496], [0.056155, -3.122196, 1.480928], [-1.936778, -5.320436, 1.941689], [-1.938554, -4.133772, 0.693318], [-0.897318, -6.725226, -0.019461], [-0.553630, -5.321106, -0.764605], [1.692275, -2.157535, 0.088386], [2.825090, -2.527134, -0.099444], [3.993063, -2.519060, 0.898433], [4.993657, -3.546370, 0.369995], [4.554607, -3.654443, -1.092718], [3.172247, -3.184327, -1.176217], [4.329279, -1.490548, 0.697297], [3.754534, -2.559273, 1.953528], [5.967333, -3.098229, 0.547479], [4.897413, -4.557154, 0.765319], [5.105143, -2.864918, -1.614798], [4.562315, -4.620476, -1.581663], [-0.345059, 3.571697, -4.017682], [0.800269, 3.641396, -3.684274], [1.392841, 4.349064, -2.472750], [2.564490, 3.371916, -2.170037], [2.962060, 2.920147, -3.585060], [1.750707, 2.949605, -4.345673], [1.731127, 5.353632, -2.729286], [0.698155, 4.459970, -1.644969], [3.434719, 3.916963, -1.801963], [2.283604, 2.555974, -1.507744], [3.691397, 3.646820, -3.945596], [3.433449, 1.944250, -3.503823], [0.797060, 1.458055, -0.589844], [-0.053657, 1.311194, 0.273946], [-0.366177, 0.038854, 1.036763], [-1.591556, 0.470934, 1.869480], [-1.705712, 2.005984, 1.716115], [-0.822981, 2.298646, 0.649077], [-0.422456, -0.795188, 0.338317], [0.440946, -0.257249, 1.703889], [-2.465022, -0.098591, 1.557183], [-1.329624, 0.183996, 2.886639], [-2.723781, 2.302542, 1.465733], [-1.393168, 2.562178, 2.599551], [-0.689610, 5.831366, 3.059185], [0.162595, 5.741567, 2.218682], [1.115637, 4.570018, 1.996082], [2.231939, 5.240723, 1.229186], [1.559947, 6.361363, 0.479851], [0.568699, 6.800546, 1.501040], [1.465439, 4.167141, 2.942380], [0.752518, 3.802972, 1.313813], [2.971498, 5.688099, 1.897812], [2.798829, 4.567525, 0.580196], [2.215734, 7.228551, 0.526971], [1.075514, 6.189256, -0.475435]], "atomic_forces_ev_per_a": [[0.07, 0.28, -0.42], [1.41, -1.17, 0.29], [-0.71, 0.12, -0.02], [-1.43, 1.34, 0.63], [-0.43, -0.65, 0.08], [0.80, 1.03, 0.63], [-0.27, -0.42, -0.21], [-0.09, 0.87, -0.15], [0.68, -1.42, -0.14], [0.21, 0.34, -0.14], [-0.14, -0.51, -0.31], [0.10, -0.01, -0.14], [0.03, -0.23, 0.16], [-0.17, 0.45, -0.19], [0.26, -0.99, 0.13], [-0.15, 0.29, -0.64], [-0.22, 0.24, 0.43], [0.00, 1.27, 0.08], [0.56, -0.42, -0.25], [1.02, -0.28, -1.16], [-1.42, 0.29, 1.01], [0.22, 0.74, -0.25], [-0.27, -1.05, 0.05], [-0.26, 0.08, -0.11], [-0.34, 0.04, 0.93], [-0.16, -0.48, 0.33], [0.26, 0.18, 0.02], [-0.06, -0.13, 0.47], [-0.24, -0.05, -1.07], [2.14, -0.41, 0.20], [-0.50, 0.83, 0.78], [-0.27, 0.58, -0.08], [-0.30, 0.04, -0.08], [-0.48, 0.35, -0.27], [-0.34, -0.19, -0.20], [-0.29, -0.08, -0.07], [0.59, -0.69, -0.04], [0.20, 0.01, -0.18], [-0.22, -0.10, -0.12], [-0.03, -0.16, -0.06], [-0.14, 0.15, -0.43], [0.07, 0.12, 1.57], [-0.24, -0.02, -0.51], [1.02, 0.52, -1.45], [0.61, -0.60, 2.71], [0.21, -0.31, -1.07], [0.20, -0.38, 0.03], [-0.70, 0.13, -0.14], [-0.27, -0.64, 0.81], [0.37, 0.39, 0.45], [-0.41, 0.64, -1.02], [-0.74, 0.04, -0.89], [0.43, -0.21, -0.01], [-0.04, 0.71, 0.27], [-0.82, -0.84, -0.76], [-0.46, 0.88, 0.46], [-0.96, -0.50, -1.11], [0.29, 0.26, -0.01], [0.45, -0.05, 0.15], [0.21, -0.03, 0.02], [0.20, -0.52, -0.16], [0.07, -0.14, -0.23], [-0.28, -0.13, 1.06], [0.94, 0.70, 0.28], [0.28, 0.56, -0.25], [-0.87, -1.27, 2.58], [-0.40, 0.87, -0.92], [-0.93, -0.15, -0.06], [0.21, 1.93, -0.36], [0.77, -0.83, -0.84], [0.64, -0.10, 0.33], [-0.47, -0.23, -0.11], [0.36, -0.66, -0.46], [0.04, 0.34, 0.78], [0.20, -0.62, -0.62], [0.31, -0.02, 0.10], [-0.16, 0.20, -0.33], [-0.54, 0.27, 0.68], [0.56, -1.07, 0.23], [0.44, 1.24, -0.49], [0.15, 0.57, 1.36], [0.68, -0.48, -0.21], [0.16, -0.06, -0.27], [-0.28, -0.29, -0.29], [-0.09, -0.13, 0.52], [-0.08, 0.21, -0.16], [-0.13, -0.12, -0.58], [-0.32, -0.20, -0.73], [-0.75, -0.04, 0.65], [1.61, -1.37, -0.61], [-0.19, 0.83, 0.02], [0.49, -1.05, 0.45], [-0.33, -1.36, 0.45], [-0.38, 1.70, -0.56], [-0.56, 0.07, -0.07], [0.28, 0.39, -0.13], [-0.22, 0.35, 0.04], [-0.49, 0.20, 0.16], [0.14, 0.18, -0.25], [0.12, -0.07, -0.03], [-0.10, -0.19, -0.36], [0.18, -0.19, 1.16], [0.38, 0.24, -0.76], [1.23, -0.44, -0.47], [-0.18, 1.55, 2.25], [-0.27, -0.37, -1.36], [-0.37, -0.21, 0.03], [-0.64, -0.10, 0.50], [-0.12, 0.01, 0.07], [-0.19, -0.06, -0.01], [0.08, -0.02, -1.06], [-0.02, -0.12, 0.10]], "mulliken_charge": [-0.6107, 1.1336, -0.6317, 0.0555, -0.5409, -0.6445, -0.5856, -0.6345, 0.2153, 0.5007, 0.4026, 0.4197, 0.5744, 0.2667, -0.6088, 0.9959, -0.6175, 0.0884, -0.5030, -0.3251, -0.1201, -0.5194, -0.5668, 0.5389, 0.7003, -0.0165, 0.5395, 0.4219, -0.5938, 0.2995, 1.0563, -0.5034, 0.3884, -0.4554, 0.6950, -1.1829, 0.2438, 0.0994, 0.3642, -0.5230, -0.5417, 0.4402, -0.6113, -0.6245, -0.0230, -0.1835, 0.2726, 0.3819, 0.3209, 0.3002, -0.0099, 0.2926, -0.5892, 0.3787, 0.7826, 0.3784, -0.6274, -0.3636, 0.4601, -0.7476, 0.4048, -0.5979, 0.3488, 0.2297, -0.4806, 0.3848, 0.0860, -0.5594, -0.6009, -0.2779, 0.4426, -0.3746, 0.3273, 0.2905, 0.2618, 0.4063, -0.5893, 0.2473, 0.7078, 0.0428, -0.6842, -0.3480, 0.5410, -0.8244, 0.4946, -0.2747, 0.4127, 0.3482, -0.6085, 0.0722, 1.4329, -0.6459, -0.4097, -0.0051, -0.0404, -0.5567, -0.0205, 0.4817, 0.2203, 0.2710, -0.6252, 0.5586, 0.2031, -0.5727, -0.2533, -0.4087, 0.4566, -0.4965, 0.3393, 0.2374, 0.3330, 0.1686], "charge": 0, "smiles": "O=[N+]([O-])c1ccccc1.O=[N+]([O-])c1ccccc1.O=C1CCCO1.O=C1CCCO1.O=C1CCCO1.O=C1CCCO1.O=C1CCCO1.O=C1CCCO1.O=C1CCCO1", "orbital_gap_ev": 9.517, "e_tot_ha": -3019.07819, "fmax_ha_per_bohr": 0.058, "spin_multiplicity": 1}